The following is a quantum chemistry calculation of 2 unconnected molecules or ions with the total composition C4H10N at a distorted geometry, from the OMol25 dataset.

Results
- orbital gap (eV) = 5.79
- ΔE to the lowest compared entry with this formula, charge and spin (eV) = 7.447
- E_LUMO (eV) = -9.592
- net charge = +1

Each line ends with the Mulliken charge.
Cartesian coordinates (Å):
C (-0.08012, -1.22132, 1.39945)  -0.8912
C (-1.03168, -0.15687, 0.72612)  -0.0386
C (-0.42924, 1.22548, 0.85972)  -0.9946
C (1.22837, 0.08424, -2.67210)  -0.1582
N (1.08544, 0.20837, -1.36888)  0.0197
H (0.81386, -1.28713, 0.76758)  0.2789
H (-0.59311, -2.24566, 1.35691)  0.2903
H (0.12255, -1.02695, 2.56288)  0.2864
H (-2.18498, -0.22982, 0.93926)  0.3697
H (-0.67052, -0.29619, -0.36695)  0.0873
H (0.56040, 1.28577, 0.31285)  0.3104
H (-0.33559, 1.80524, 1.76316)  0.3778
H (0.78630, -0.73694, -3.27959)  0.3241
H (1.76431, 0.80639, -3.22893)  0.3343
H (-1.03600, 1.78539, 0.22853)  0.4036